{"formula": "C23H45N3O7", "method": "wB97M-V/def2-TZVPD", "symbols": ["N", "C", "C", "C", "C", "O", "O", "C", "C", "N", "N", "C", "O", "H", "H", "H", "H", "H", "C", "C", "O", "C", "C", "H", "H", "H", "H", "H", "H", "H", "H", "H", "H", "C", "C", "O", "C", "C", "H", "H", "H", "H", "H", "H", "H", "H", "H", "H", "C", "C", "O", "C", "C", "H", "H", "H", "H", "H", "H", "H", "H", "H", "H", "C", "C", "O", "C", "C", "H", "H", "H", "H", "H", "H", "H", "H", "H", "H"], "xyz": [[-0.466, 4.362, -1.993], [-1.082, 3.648, -1.342], [-1.789, 2.613, -0.563], [-2.944, 3.308, 0.209], [-4.269, 2.678, -0.193], [-5.096, 3.235, -0.816], [-4.434, 1.387, 0.283], [-0.763, 1.903, 0.357], [0.155, 2.921, 0.898], [1.010, 3.621, 1.211], [0.038, 0.945, -0.476], [-0.546, -0.137, -0.517], [-0.926, -1.167, -0.886], [-2.191, 1.921, -1.299], [-2.857, 3.231, 1.292], [-2.993, 4.359, -0.042], [-4.124, 0.794, -0.408], [-1.252, 1.379, 1.171], [2.906, -0.703, 4.118], [1.573, -0.655, 4.844], [0.457, -0.510, 3.983], [0.270, -1.536, 3.026], [0.069, -2.916, 3.625], [3.044, 0.197, 3.516], [3.724, -0.774, 4.836], [2.976, -1.561, 3.447], [1.555, 0.213, 5.503], [1.447, -1.535, 5.485], [1.101, -1.540, 2.310], [-0.625, -1.260, 2.461], [0.937, -3.245, 4.194], [-0.109, -3.648, 2.838], [-0.788, -2.914, 4.302], [3.139, -7.803, 2.337], [2.450, -6.797, 3.244], [1.563, -5.927, 2.566], [0.483, -6.539, 1.883], [-0.436, -7.345, 2.785], [3.690, -7.289, 1.549], [3.836, -8.413, 2.912], [2.427, -8.475, 1.857], [3.204, -6.157, 3.703], [1.932, -7.305, 4.065], [0.856, -7.154, 1.057], [-0.085, -5.725, 1.431], [0.082, -8.179, 3.259], [-1.267, -7.752, 2.208], [-0.839, -6.714, 3.580], [6.092, 0.645, -0.691], [5.553, 0.831, -2.100], [4.226, 0.372, -2.271], [3.241, 0.991, -1.461], [3.127, 2.491, -1.672], [6.047, -0.406, -0.402], [7.128, 0.981, -0.635], [5.519, 1.212, 0.044], [6.162, 0.251, -2.794], [5.637, 1.878, -2.412], [3.417, 0.758, -0.404], [2.295, 0.523, -1.728], [4.048, 3.013, -1.412], [2.327, 2.901, -1.055], [2.907, 2.712, -2.718], [-3.155, 5.391, -4.601], [-3.880, 4.599, -5.676], [-4.596, 3.481, -5.182], [-5.618, 3.762, -4.240], [-6.710, 4.673, -4.771], [-2.462, 4.749, -4.056], [-2.593, 6.210, -5.050], [-3.847, 5.820, -3.874], [-3.149, 4.198, -6.378], [-4.544, 5.249, -6.257], [-5.184, 4.167, -3.320], [-6.056, 2.798, -3.975], [-6.326, 5.657, -5.045], [-7.483, 4.815, -4.014], [-7.169, 4.240, -5.661]], "mulliken_charge": [-0.476, -0.547, 0.638, -0.707, 0.323, -0.467, -0.486, 0.125, -0.378, -0.488, -0.193, 0.603, -0.439, 0.643, 0.445, 0.400, 0.340, 0.704, -0.996, -0.321, -0.478, -0.109, -0.916, 0.255, 0.406, 0.215, 0.371, 0.322, 0.227, 0.239, 0.282, 0.163, 0.316, -1.055, -0.370, -0.352, -0.400, -1.055, 0.296, 0.389, 0.265, 0.316, 0.326, 0.354, 0.352, 0.268, 0.402, 0.271, -0.999, -0.318, -0.463, -0.035, -0.817, 0.273, 0.391, 0.249, 0.350, 0.289, 0.193, 0.100, 0.321, 0.171, 0.261, -0.866, -0.331, -0.463, 0.029, -1.155, 0.132, 0.415, 0.240, 0.345, 0.295, 0.055, 0.342, 0.269, 0.414, 0.288], "homo_ev": -9.5, "smiles": "N#C[C@H](CC(=O)O)[C@H](C#N)N=C=O.CCOCC.CCOCC.CCOCC.CCOCC", "homo_lumo_gap_ev": 9.1}